--- a ---
The following is a DFT calculation (the ωB97M-V functional and the def2-TZVPD basis) of 3 unconnected molecules or ions with the total composition C5H15NO2.

As for the multiplicity: 2. The charge is +1. As for the expectation value of S²: 0.76. Its HOMO energy (spin up / spin down) is -13.4 / -15.0 eV. The orbital gap (spin up / spin down) comes out at 10.35 / 8.79 eV.

Atoms and positions in Å:
C -0.992 0.982 1.218
N 0.375 -1.097 -0.115
C 0.446 0.120 -0.626
C -0.050 1.232 0.102
C 0.282 2.612 -0.302
C 1.289 0.304 -1.857
H -0.464 0.768 2.161
H -1.856 0.345 1.028
H -1.549 1.892 1.473
H -0.082 -1.156 0.791
H 0.072 -1.891 -0.671
H -0.270 3.354 0.266
H 0.022 2.769 -1.354
H 1.367 2.740 -0.332
H 0.815 0.691 -2.760
H 2.091 0.986 -1.677
H 1.821 -0.639 -1.970
H -2.211 -2.415 -2.533
H -0.685 -2.144 -2.879
O -1.309 -2.448 -2.216
H -0.510 -1.168 3.788
H 0.893 -1.422 3.121
O 0.367 -0.804 3.637

---

--- b ---
The following is a DFT calculation (the ωB97M-V functional and the def2-TZVPD basis) of 3 unconnected molecules or ions with the total composition C5H15NO2.

As for the multiplicity: 2. The charge is +1. As for the expectation value of S²: 0.75. Its HOMO energy (spin up / spin down) is -13.9 / -13.9 eV. The orbital gap (spin up / spin down) comes out at 11.11 / 6.13 eV.

Atoms and positions in Å:
C -0.224 -1.814 0.444
N -0.926 -0.835 -0.380
C -0.175 -0.642 -1.629
C -1.008 0.390 0.415
C 0.392 0.483 1.125
C 0.862 -1.009 1.225
H -0.905 -2.185 1.217
H 0.203 -2.599 -0.173
H 0.886 -0.481 -1.427
H -0.141 -1.557 -2.234
H -0.502 0.127 -2.330
H -0.982 1.287 -0.237
H -1.819 0.342 1.141
H 1.100 0.948 0.429
H 0.450 1.065 2.031
H 0.891 -1.242 2.272
H 1.816 -1.261 0.791
H -4.980 0.260 1.337
H -4.314 1.078 2.472
O -4.430 0.184 2.127
H 3.987 2.905 -2.643
H 5.054 2.193 -3.437
O 4.764 2.362 -2.534

---

Which of them is most stable? Easy: a.

---

--- a ---
The following is a DFT calculation (the ωB97M-V functional and the def2-TZVPD basis) of 2 unconnected molecules or ions with the total composition C3H6NO3.

As for the multiplicity: 3. The charge is +1. As for the expectation value of S²: 2.01. Its HOMO energy (spin up / spin down) is -11.3 / -15.0 eV. The orbital gap (spin up / spin down) comes out at 7.63 / 7.09 eV.

Atoms and positions in Å:
C -1.197 0.265 0.405
C 1.430 -0.471 -0.617
C 0.786 -0.316 0.683
N 1.432 0.801 0.115
O -1.118 1.368 0.014
O -3.305 -0.390 -0.264
O -2.034 -0.710 0.347
H 2.341 -1.005 -0.752
H 0.741 -0.400 -1.458
H 1.131 -0.709 1.614
H 2.444 0.928 0.520
H 1.031 1.836 -0.117
H -3.682 -1.197 -0.490

---

--- b ---
The following is a DFT calculation (the ωB97M-V functional and the def2-TZVPD basis) of a gas-phase ion, C3H6NO3 (charge +1).

As for the multiplicity: 3. The charge is +1. As for the expectation value of S²: 2.01. Its HOMO energy (spin up / spin down) is -11.0 / -14.7 eV. The orbital gap (spin up / spin down) comes out at 6.84 / 7.36 eV.

Atoms and positions in Å:
C -0.106 0.785 -0.341
C 0.156 -0.421 0.235
C 0.806 -1.503 -0.426
N -0.956 1.787 0.405
O 0.703 -2.515 0.184
O -0.481 -0.681 1.372
O 1.551 -1.143 -1.466
H 0.159 0.999 -1.352
H -1.615 2.318 -0.247
H -0.524 2.672 0.878
H -1.527 1.161 1.014
H -0.204 -1.597 1.693
H 2.038 -1.862 -1.950

---

Which of them is most stable? Easy: b.

---

--- a ---
The following is a DFT calculation (the ωB97M-V functional and the def2-TZVPD basis) of 3 unconnected molecules or ions with the total composition C3H10O3S.

The charge is -2. Its HOMO energy is 0.4 eV. The orbital gap comes out at 5.71 eV.

Atoms and positions in Å:
C 0.111 -0.294 0.757
O -1.189 -0.708 1.232
C 0.024 0.685 -0.361
C 1.340 0.844 -1.198
S 1.116 1.918 -2.696
H 0.926 -1.043 0.698
H 0.434 0.283 1.647
H -0.854 0.456 -0.988
H -0.154 1.744 -0.102
H 2.056 1.258 -0.499
H 1.444 -0.154 -1.658
H -1.959 -3.387 0.377
H -0.849 -2.389 0.725
O -1.009 -3.260 0.265
H -0.964 -0.901 2.606
H -1.341 0.411 3.513
O -0.903 -0.439 3.637

---

--- b ---
The following is a DFT calculation (the ωB97M-V functional and the def2-TZVPD basis) of a molecular structure, C3H10O3S.

The charge is -2. Its HOMO energy is 0.1 eV. The orbital gap comes out at 5.83 eV.

Atoms and positions in Å:
C 0.385 0.876 0.418
O 1.010 2.142 0.502
C 0.418 0.258 -0.996
C 0.023 -1.217 -0.916
S 0.008 -2.164 -2.493
H 0.987 0.231 1.076
H -0.672 0.982 0.694
H 1.408 0.367 -1.421
H -0.290 0.816 -1.614
H -0.997 -1.305 -0.567
H 0.724 -1.716 -0.243
H -1.239 -1.936 1.814
H -1.826 -0.622 1.355
O -1.856 -1.249 2.083
H 0.852 2.633 1.546
H 0.020 3.968 2.355
O 0.522 3.211 2.660

---

Which of them is most stable? Easy: b.

---

--- a ---
The following is a DFT calculation (the ωB97M-V functional and the def2-TZVPD basis) of 2 unconnected molecules or ions with the total composition C3H7O.

The charge is -1. Its HOMO energy is -1.3 eV. The orbital gap comes out at 6.24 eV.

Atoms and positions in Å:
O 0.846 1.713 -0.086
H 0.163 1.295 -0.573
C -1.445 -0.441 -0.646
C -0.549 -0.742 0.367
C 0.845 -1.019 0.409
H -2.448 -0.192 -0.477
H 1.498 1.028 0.076
H -1.080 0.064 -1.558
H -0.918 -0.308 1.387
H 1.425 -0.831 1.333
H 1.489 -1.552 -0.280

---

--- b ---
The following is a DFT calculation (the ωB97M-V functional and the def2-TZVPD basis) of 2 unconnected molecules or ions with the total composition C3H7O.

The charge is -1. Its HOMO energy is -1.8 eV. The orbital gap comes out at 6.57 eV.

Atoms and positions in Å:
O 0.229 2.299 -0.443
H 1.100 1.994 0.036
C 0.811 -1.843 0.611
C -0.033 -0.984 -0.161
C -1.053 0.010 0.071
H 1.356 -2.491 0.021
H -0.514 1.504 -0.128
H 0.400 -2.162 1.574
H 0.456 -0.809 -1.136
H -1.354 0.430 -0.933
H -1.618 0.046 0.978

---

--- c ---
The following is a DFT calculation (the ωB97M-V functional and the def2-TZVPD basis) of 2 unconnected molecules or ions with the total composition C3H7O.

The charge is -1. Its HOMO energy is -2.1 eV. The orbital gap comes out at 6.55 eV.

Atoms and positions in Å:
C 0.570 0.111 1.330
O 0.711 -0.517 0.245
C 0.921 -0.221 2.615
C -0.897 0.077 -2.391
H 0.014 1.092 1.277
H 1.462 -1.137 2.859
H 0.810 0.413 3.487
H -0.390 -0.715 -2.941
H -1.854 -0.322 -2.048
H -1.055 0.996 -2.948
H -0.290 0.226 -1.483

---

Which of them is most stable? Easy: c.

---

--- a ---
The following is a DFT calculation (the ωB97M-V functional and the def2-TZVPD basis) of 2 unconnected molecules or ions with the total composition CH5FN4.

The charge is 0. Its HOMO energy (spin up / spin down) is -9.4 / -9.4 eV. The orbital gap (spin up / spin down) comes out at 8.32 / 8.68 eV.

Atoms and positions in Å:
C 0.687 0.309 0.644
N 1.657 0.910 1.223
N 0.012 -0.734 1.113
N -1.340 -0.972 -1.215
N 0.403 0.716 -0.656
F -0.309 1.887 -0.710
H 2.059 1.701 0.740
H 0.302 -1.184 1.961
H -0.665 -1.119 0.443
H -1.992 -0.255 -1.512
H -0.813 -1.258 -2.032

---

--- b ---
The following is a DFT calculation (the ωB97M-V functional and the def2-TZVPD basis) of 3 unconnected molecules or ions with the total composition CH5FN4.

The charge is 0. Its HOMO energy is -8.3 eV. The orbital gap comes out at 9.29 eV.

Atoms and positions in Å:
C 0.556 0.500 0.044
N 0.162 1.553 0.438
N 1.036 -0.567 -0.301
N -2.591 -0.480 0.162
N -1.783 -0.710 -0.681
F 3.941 0.096 -0.045
H 0.505 2.514 0.426
H 0.597 -1.235 -0.928
H 3.614 -0.800 -0.066
H -3.582 -1.009 0.087
H -2.454 0.137 0.865

---

Which of them is most stable? Easy: b.

---

--- a ---
The following is a DFT calculation (the ωB97M-V functional and the def2-TZVPD basis) of a single C3H5FO molecule.

Its SMILES is C[C@]1(F)CO1. The charge is 0. Its HOMO energy is -10.7 eV. The orbital gap comes out at 11.75 eV.

Atoms and positions in Å:
C -0.878 -0.873 -0.437
C 0.364 -0.106 -0.110
F 1.287 -1.148 0.225
C 0.529 1.216 0.479
O 0.951 0.960 -0.790
H -0.672 -1.600 -1.156
H -1.772 -0.147 -0.688
H -0.990 -1.486 0.446
H -0.064 2.062 0.745
H 1.244 1.120 1.286

---

--- b ---
The following is a DFT calculation (the ωB97M-V functional and the def2-TZVPD basis) of 2 unconnected molecules or ions with the total composition C3H5FO.

The charge is 0. Its HOMO energy (spin up / spin down) is -9.0 / -8.9 eV. The orbital gap (spin up / spin down) comes out at 9.15 / 8.86 eV.

Atoms and positions in Å:
C 1.498 -1.050 -0.392
C 1.353 0.257 0.233
C -1.078 1.021 0.397
O 2.085 -0.664 0.875
F 1.968 1.352 -0.231
H 0.817 -1.891 -0.393
H 2.313 -1.310 -1.089
H -1.444 0.523 1.333
H -1.303 0.561 -0.599
H -0.730 2.049 0.353

---

--- c ---
The following is a DFT calculation (the ωB97M-V functional and the def2-TZVPD basis) of 2 unconnected molecules or ions with the total composition C3H5FO.

Its SMILES is FC1=CO1.C. The charge is 0. Its HOMO energy is -8.8 eV. The orbital gap comes out at 9.68 eV.

Atoms and positions in Å:
F -0.701 -2.132 -2.248
C -1.621 -1.807 -1.413
C -2.209 -0.874 -0.774
O -2.333 -2.499 -0.587
H -2.991 -0.120 -0.640
C 0.653 0.254 1.294
H 0.488 -0.759 0.919
H 1.550 0.404 1.825
H -0.178 0.361 1.883
H 0.700 0.909 0.460

---

Which of them is most stable? Easy: a.

---

--- a ---
The following is a DFT calculation (the ωB97M-V functional and the def2-TZVPD basis) of 2 unconnected molecules or ions with the total composition C3H5FO.

The charge is 0. Its HOMO energy is -8.9 eV. The orbital gap comes out at 9.34 eV.

Atoms and positions in Å:
C -0.657 -0.603 -1.276
C 0.459 -0.096 -0.488
C 0.151 0.692 1.691
O 0.393 -1.442 -0.646
F 1.471 0.641 -1.041
H -1.646 -0.774 -1.020
H -0.601 -0.487 -2.393
H -0.106 1.708 1.424
H 1.074 0.261 1.688
H -0.538 0.100 2.062

---

--- b ---
The following is a DFT calculation (the ωB97M-V functional and the def2-TZVPD basis) of a single C3H5FO molecule.

Its SMILES is C=C(F)CO. The charge is 0. Its HOMO energy is -9.8 eV. The orbital gap comes out at 10.53 eV.

Atoms and positions in Å:
C 1.390 -0.496 -0.749
C 0.087 -0.447 -0.468
F -0.716 -1.392 -0.910
C -0.454 0.316 0.689
O -1.280 1.379 0.379
H 1.844 -0.996 -1.640
H 2.072 0.089 -0.113
H -1.067 -0.390 1.315
H 0.338 0.769 1.321
H -2.214 1.168 0.177

---

--- c ---
The following is a DFT calculation (the ωB97M-V functional and the def2-TZVPD basis) of a molecular structure, C3H5FO.

The charge is 0. Its HOMO energy is -9.1 eV. The orbital gap comes out at 9.84 eV.

Atoms and positions in Å:
C 0.174 0.332 -0.559
C -0.230 -0.940 0.439
C -0.502 0.337 0.801
H 1.882 1.123 -1.490
H -0.544 0.655 -1.421
H -0.916 -1.786 -0.411
H 0.407 -1.546 1.138
H 0.092 0.857 1.654
O 1.496 0.330 -1.028
F -1.859 0.639 0.878

---

--- d ---
The following is a DFT calculation (the ωB97M-V functional and the def2-TZVPD basis) of a single C3H5FO molecule.

Its SMILES is O=CCCF. The charge is 0. Its HOMO energy is -10.2 eV. The orbital gap comes out at 10.41 eV.

Atoms and positions in Å:
O -0.174 0.896 -2.326
C 0.374 0.180 -1.376
C -0.353 -0.499 -0.178
C -0.207 0.256 1.215
F -0.644 1.629 1.124
H 1.634 -0.033 -1.050
H 0.519 -1.282 -0.241
H -1.403 -1.205 -0.612
H 0.917 0.463 1.344
H -0.662 -0.406 2.100

---

Which of them is most stable? Easy: b.

---

--- a ---
The following is a DFT calculation (the ωB97M-V functional and the def2-TZVPD basis) of a single C3H2N2O2 molecule.

Its SMILES is [H]/N=c1/nc1OC=O. The charge is 0. Its HOMO energy is -9.7 eV. The orbital gap comes out at 9.97 eV.

Atoms and positions in Å:
H -0.862 0.049 2.365
N 0.010 -0.461 2.213
C 0.495 -0.523 1.072
N 1.777 -1.171 0.325
C 0.876 -0.486 -0.237
O 0.540 -0.016 -1.454
C -0.644 0.687 -1.417
O -1.306 0.875 -0.443
H -0.878 1.040 -2.423

---

--- b ---
The following is a DFT calculation (the ωB97M-V functional and the def2-TZVPD basis) of a single C3H2N2O2 molecule.

The charge is 0. Its HOMO energy is -8.3 eV. The orbital gap comes out at 8.79 eV.

Atoms and positions in Å:
C 0.955 -0.698 -0.095
C 0.664 0.765 0.017
C -0.082 -1.554 0.022
N -0.558 1.029 0.071
N -1.659 0.447 -0.060
O -0.885 -2.358 -0.001
O -1.570 1.945 -0.019
H 1.844 -1.194 0.129
H 1.292 1.617 -0.064

---

--- c ---
The following is a DFT calculation (the ωB97M-V functional and the def2-TZVPD basis) of a single C3H2N2O2 molecule.

Its SMILES is [H]/N=C(/C#N)OC=O. The charge is 0. Its HOMO energy is -10.8 eV. The orbital gap comes out at 9.77 eV.

Atoms and positions in Å:
H -1.838 -2.150 -0.117
N -2.000 -1.192 0.197
C -1.010 -0.430 0.115
C -0.824 0.958 0.446
N 0.030 1.750 0.395
O 0.462 -0.568 -0.543
C 1.393 0.425 -0.183
O 1.986 0.782 -1.159
H 1.800 0.425 0.849

---

Which of them is most stable? Easy: a.